Entry 1:
{"formula": "C3H10O2", "method": "ωB97M-V with the def2-TZVPD basis set", "symbols": ["C", "C", "O", "H", "H", "H", "H", "H", "H", "C", "O", "H", "H", "H", "H"], "coordinates": [[2.631, -0.269, 0.723], [1.237, -0.007, 0.191], [0.341, 0.040, 1.350], [2.585, -0.030, 1.779], [3.374, 0.352, 0.221], [2.892, -1.325, 0.626], [1.200, 0.938, -0.358], [0.769, -0.747, -0.457], [-0.425, -0.374, 0.995], [-2.714, 0.232, -0.599], [-1.448, -0.081, -1.132], [-3.295, 0.913, -1.233], [-2.683, 0.463, 0.463], [-3.344, -0.661, -0.793], [-1.119, 0.557, -1.777]], "lowdin_charge": [-0.082, -0.300, -0.092, 0.071, 0.069, 0.071, 0.100, 0.095, 0.024, -0.155, -0.138, 0.082, 0.079, 0.083, 0.092], "total_charge": 0, "smiles": "CCO.CO", "relative_energy_kcal_mol": 26.6, "orbital_gap_ev": 10.694}


Entry 2:
{"formula": "C3H10O2P2", "method": "ωB97M-V with the def2-TZVPD basis set", "symbols": ["C", "C", "C", "O", "O", "P", "P", "H", "H", "H", "H", "H", "H", "H", "H", "H", "H"], "coordinates": [[0.420, 2.494, -0.656], [2.394, -2.128, 0.260], [-3.120, 0.727, 1.461], [1.058, 1.628, -1.158], [1.234, -1.381, 0.577], [1.289, -1.570, -2.360], [0.319, -0.956, -0.672], [-3.318, 1.806, 1.359], [-0.674, 2.672, -0.802], [1.076, 3.244, -0.092], [2.705, -2.503, 1.297], [3.113, -1.418, -0.108], [2.123, -2.961, -0.610], [-2.931, 0.311, 2.535], [-2.189, 0.590, 0.864], [-3.929, 0.182, 1.140], [0.429, -0.737, -3.033]], "lowdin_charge": [-0.163, -0.274, -0.054, -0.124, -0.584, 0.438, 0.577, 0.017, 0.091, 0.100, 0.107, 0.051, 0.057, 0.060, -0.016, -0.033, -0.249], "total_charge": 0, "relative_energy_kcal_mol": 48.1, "orbital_gap_ev": 8.431}


Question: What is the formula in the second record?
Answer: C3H10O2P2